Here is C46H52N8RuS5 as an isolated structure from OMol25. Energies are from ωB97M-V with the def2-TZVPD basis set.

Each line ends with the Löwdin spin population.
Atoms and positions in Å:
Ru -0.0120 -0.1910 0.2627  0.79
C -1.9962 -2.4495 1.2030  0.00
C -1.7409 -1.8194 2.5530  0.00
N -0.5654 -0.9299 2.4634  0.03
C -0.6897 0.2527 3.3275  0.00
C -1.8131 1.1704 2.8638  0.00
S -1.9356 1.3079 1.0508  -0.01
C -3.3845 0.2978 0.6333  0.00
C -2.9703 -0.7565 -0.3653  0.01
N -1.7728 -1.5008 0.0864  0.00
H -1.2956 -3.2722 1.0508  0.00
H -3.0033 -2.8753 1.1472  0.00
H -2.5970 -1.2369 2.8851  0.00
H -1.5963 -2.5998 3.3050  0.00
H 0.2837 -1.4220 2.7418  0.00
H -0.8590 -0.0196 4.3760  0.00
H 0.2554 0.7897 3.2784  0.00
H -2.7975 0.8905 3.2352  0.00
H -1.6160 2.1760 3.2363  0.00
H -3.8344 -0.0966 1.5414  0.00
H -4.1207 0.9543 0.1693  0.00
H -3.8014 -1.4439 -0.5580  0.00
H -2.7066 -0.2833 -1.3150  0.00
H -1.4789 -2.0618 -0.7112  0.00
N 1.9033 -0.3940 0.8241  0.00
S 3.2809 -0.0630 0.3565  0.00
N 3.8672 1.4029 0.8108  0.00
S 3.9304 2.6608 -0.0986  0.00
N 2.6802 3.0338 -0.9311  0.00
S 1.1694 2.9049 -0.3210  0.04
N 0.4796 1.6058 -0.3762  0.08
C 0.3438 4.0831 -1.3384  0.00
C -0.9745 4.3778 -0.9946  0.00
C -1.6824 5.2799 -1.7694  0.00
C -1.0815 5.8676 -2.8760  0.00
C 0.2271 5.5624 -3.2128  0.00
C 0.9574 4.6664 -2.4416  0.00
C 1.2370 3.6638 1.2777  0.02
C 1.1726 5.0463 1.4304  0.00
C 1.3171 5.5812 2.7003  0.00
C 1.5364 4.7475 3.7906  0.00
C 1.6119 3.3733 3.6212  0.00
C 1.4661 2.8205 2.3571  0.00
C 4.4316 3.9457 0.9947  0.00
C 4.4827 5.2212 0.4356  0.00
C 4.9496 6.2631 1.2144  0.00
C 5.3589 6.0232 2.5226  0.00
C 5.2976 4.7475 3.0607  0.00
C 4.8315 3.6855 2.2960  0.00
C 5.2321 2.6291 -1.2827  0.00
C 4.9961 2.8585 -2.6283  0.00
C 6.0845 2.8623 -3.4919  0.00
C 7.3633 2.6419 -3.0069  0.00
C 7.5802 2.4158 -1.6508  0.00
C 6.5122 2.4134 -0.7737  0.00
C 3.7482 -0.2106 -1.3610  0.00
C 2.8483 0.1537 -2.3544  0.00
C 3.2386 0.0632 -3.6823  0.00
C 4.5116 -0.3741 -4.0105  0.00
C 5.4155 -0.7106 -3.0099  0.00
C 5.0414 -0.6309 -1.6799  0.00
C 4.4761 -1.0546 1.2209  0.00
C 4.2462 -2.4169 1.3329  0.00
C 5.1690 -3.2029 2.0043  0.00
C 6.3031 -2.6320 2.5646  0.00
C 6.5246 -1.2699 2.4481  0.00
C 5.6119 -0.4710 1.7716  0.00
H -1.4378 3.9138 -0.1359  0.00
H -2.7025 5.5273 -1.5118  0.00
H -1.6406 6.5708 -3.4784  0.00
H 0.6868 6.0262 -4.0746  0.00
H 1.9766 4.4298 -2.6927  0.00
H 1.0066 5.6940 0.5822  0.00
H 1.2501 6.6501 2.8405  0.00
H 1.6597 5.1749 4.7762  0.00
H 1.7958 2.7326 4.4738  0.00
H 1.5674 1.7554 2.1932  0.00
H 4.1723 5.3935 -0.5864  0.00
H 5.0064 7.2600 0.8014  0.00
H 5.7347 6.8399 3.1227  0.00
H 5.6212 4.5727 4.0773  0.00
H 4.7768 2.6852 2.6989  0.00
H 3.9939 3.0217 -2.9909  0.00
H 5.9289 3.0448 -4.5457  0.00
H 8.2040 2.6556 -3.6866  0.00
H 8.5830 2.2590 -1.2794  0.00
H 6.6741 2.2678 0.2856  0.00
H 1.8685 0.5351 -2.0988  0.00
H 2.5380 0.3293 -4.4618  0.00
H 4.8050 -0.4495 -5.0484  0.00
H 6.4130 -1.0390 -3.2642  0.00
H 5.7464 -0.9117 -0.9125  0.00
H 3.3692 -2.8452 0.8929  0.00
H 5.0076 -4.2691 2.0966  0.00
H 7.0146 -3.2506 3.0933  0.00
H 7.4077 -0.8249 2.8844  0.00
H 5.7753 0.5887 1.6818  0.00
S 0.4807 -1.6721 -1.5850  0.03
C 0.9261 -3.2334 -1.0013  0.00
N 0.9963 -3.5082 0.2956  0.00
C 1.2615 -4.8501 0.8229  0.00
C 2.1681 -5.5877 -0.1494  0.00
C 1.5587 -5.5642 -1.5392  0.00
N 1.1844 -4.1853 -1.8850  0.00
H 0.8417 -2.7231 0.9191  0.00
H 0.3182 -5.3865 0.9539  0.00
H 1.7246 -4.7394 1.8030  0.00
H 2.2929 -6.6190 0.1773  0.00
H 3.1542 -5.1188 -0.1710  0.00
H 0.6768 -6.2049 -1.5977  0.00
H 2.2722 -5.9038 -2.2878  0.00
H 1.0940 -3.9348 -2.8591  0.00

The calculation puts the strongest force on any atom at 2.051 eV/A. The spin multiplicity is 2. The value obtained for the lowest unoccupied orbital energy (spin up / spin down) is -0.2684 / -0.2820 Ha. As for the HOMO energy (spin up / spin down): -15.08 / -15.22 eV. The calculation puts the orbital gap (spin up / spin down) at 7.78 / 7.55 eV. As for the net charge: +3.

Here is C22H38CuP2 as an isolated structure from OMol25. Energies are from ωB97M-V with the def2-TZVPD basis set.

Each line ends with the Löwdin spin population.
Atoms and positions in Å:
P -2.8642 -0.3140 -1.8779  0.13
P 0.8869 -1.0141 -1.0937  0.00
C -1.7622 -1.6387 -2.5425  0.03
C -0.6065 -2.1461 -1.6479  0.00
H -1.3996 -1.1873 -3.4869  0.00
H -2.4093 -2.4932 -2.8259  0.00
H -0.9881 -2.5716 -0.7099  0.00
H -0.1309 -2.9683 -2.2073  0.00
C 1.6979 -1.0594 -2.7299  0.00
H 2.7776 -0.9310 -2.5858  0.00
H 1.3097 -0.2734 -3.3953  0.00
H 1.4993 -2.0591 -3.1633  0.00
C 1.9133 -2.3244 -0.3047  0.00
H 1.8687 -3.2210 -0.9585  0.00
H 1.4507 -2.5127 0.6859  0.00
H 3.0441 -2.0643 -0.2007  0.00
C -3.8885 0.8340 -3.0932  0.09
H -4.7502 1.1866 -2.5352  0.00
H -4.1795 0.3295 -4.0109  0.01
H -3.3306 1.7101 -3.3961  0.00
C -4.4713 -1.4049 -2.2291  0.01
H -4.3415 -2.3642 -1.7248  0.00
H -4.6219 -1.5891 -3.2989  0.00
H -5.3595 -0.9367 -1.7963  0.00
Cu 2.4872 -0.7453 0.6879  0.00
C -0.5853 0.6771 -1.0223  0.00
C -1.6385 1.0861 -1.9501  -0.01
C -2.2055 2.4142 -1.3294  0.02
C -3.2274 2.1116 -0.2108  0.05
C -3.9025 0.7394 -0.3871  0.44
C -3.2992 -0.5582 -0.0715  0.15
C -2.0779 -0.6044 0.8277  0.03
C -0.9584 0.3878 0.4361  0.00
C 1.5901 -0.1131 2.3746  0.00
H 0.2555 1.3956 -1.1063  0.00
H -1.3263 1.2185 -3.0062  0.00
H -2.6818 3.0514 -2.0877  0.00
H -1.3759 2.9893 -0.8854  0.00
H -2.7405 2.2594 0.7824  0.01
H -4.0201 2.8969 -0.2437  0.00
H -5.0186 0.7701 -0.4492  0.02
H -3.9290 -1.4511 0.0495  0.00
H -1.6650 -1.6241 0.9073  0.00
H -2.3290 -0.3435 1.8707  0.01
H -1.1219 1.3574 0.9248  0.00
H -0.0423 -0.0192 0.9099  0.00
H 2.2964 -0.1503 3.2256  0.00
H 0.7172 -0.7476 2.5809  0.00
H 1.3287 0.9344 2.1246  0.00
C 4.3913 -0.4373 1.3713  0.00
C 4.5705 0.4080 2.5504  0.00
C 4.7482 -0.1514 3.8511  0.00
C 4.7132 0.6620 4.9869  0.00
C 4.5929 2.0572 4.8821  0.00
C 4.4622 2.6164 3.6052  0.00
C 4.4942 1.8245 2.4539  0.00
H 4.6608 -1.5148 1.4544  0.00
H 4.5646 0.0177 0.3806  0.00
H 4.8508 -1.2433 3.9338  0.00
H 4.7555 0.1984 5.9706  0.00
H 4.5893 2.6884 5.7765  0.00
H 4.3303 3.6929 3.5040  0.00
H 4.4015 2.2622 1.4555  0.00

The calculation puts the strongest force on any atom at 5.011 eV/A. The spin multiplicity is 2. The value obtained for the lowest unoccupied orbital energy (spin up / spin down) is -0.0402 / -0.0402 Ha. As for the HOMO energy (spin up / spin down): -5.76 / -5.76 eV. The calculation puts the orbital gap (spin up / spin down) at 4.67 / 4.66 eV. As for the net charge: 0.

Here is C2H3O2S as an isolated structure from OMol25. Energies are from ωB97M-V with the def2-TZVPD basis set.

Each line ends with the natural charge from an NBO analysis.
Atoms and positions in Å:
C 0.1406 1.3659 1.0471  0.25
C 0.2483 -0.7560 -1.1509  -0.10
O 0.8335 2.3356 1.2146  -0.63
O -0.8962 -1.1112 -0.6019  -0.78
S -0.9160 0.3588 1.9161  -0.37
H 1.1898 -1.2246 -0.8547  0.09
H 0.4697 -0.2664 -2.0531  0.11
H -1.0697 -0.7021 0.4828  0.42

The calculation puts the strongest force on any atom at 2.400 eV/A. The spin multiplicity is 1. The value obtained for the lowest unoccupied orbital energy (spin up / spin down) is 0.1348 / 0.1426 Ha. As for the HOMO energy (spin up / spin down): -2.40 / -2.16 eV. The calculation puts the orbital gap (spin up / spin down) at 6.07 / 6.04 eV. As for the net charge: -1.

Here is C40H64IN7OP2SiTeV as an isolated structure from OMol25. Energies are from ωB97M-V with the def2-TZVPD basis set.

Each line ends with the Löwdin spin population.
Atoms and positions in Å:
V -1.6967 -1.3725 0.7720  2.65
C 1.0745 -1.9939 3.0375  0.00
Si 0.7273 -1.3260 1.2598  0.04
C 2.3501 -2.0248 0.3681  0.00
C 3.2240 -2.7946 1.1611  0.00
C 4.3414 -3.4456 0.6667  0.00
C 4.6241 -3.3829 -0.6845  0.00
C 3.7933 -2.6394 -1.5057  0.00
C 2.6845 -1.9397 -1.0125  0.00
P 1.6515 -0.9344 -2.1545  0.00
C 2.8009 0.4512 -2.7213  0.00
C 3.0621 1.3531 -1.5079  0.00
C 3.8622 2.6056 -1.8693  0.00
C 5.1711 2.2308 -2.5651  0.00
C 4.8847 1.3746 -3.7992  0.00
C 4.1205 0.1032 -3.4107  0.00
C 1.6535 -2.0242 -3.6671  0.00
C 0.9202 -3.3459 -3.3134  0.00
C 0.1295 -3.9192 -4.4985  0.00
C 0.8853 -3.7349 -5.8140  0.00
C 1.1490 -2.2384 -6.1133  0.00
C 0.9906 -1.3526 -4.8681  0.00
C 1.2260 0.5131 1.6654  0.00
C 2.5655 0.8946 1.8507  0.00
C 2.9313 2.1861 2.1830  0.00
C 1.9383 3.1419 2.3559  0.00
C 0.6048 2.7832 2.2199  0.00
C 0.2241 1.4783 1.8803  0.00
P -1.5290 0.9056 1.7625  0.06
C -2.2073 1.1586 3.4827  0.01
C -1.4712 0.2186 4.4471  0.00
C -2.2617 0.0316 5.7579  0.00
C -3.1625 1.2407 6.0550  0.00
C -2.4602 2.5271 5.6260  0.00
C -2.2561 2.5699 4.0913  0.00
C -2.4698 2.2022 0.7905  0.01
C -3.9721 2.0941 1.0839  0.00
C -4.7730 2.6037 -0.1231  0.00
C -4.0388 3.7553 -0.8356  0.00
C -3.2046 4.5529 0.1683  0.00
C -2.0769 3.6889 0.7866  0.00
H 2.0409 -1.6406 3.4365  0.00
H 1.0510 -3.0886 3.0515  0.00
H 0.2947 -1.6496 3.7178  0.00
H 3.0197 -2.8983 2.2166  0.00
H 4.9806 -4.0133 1.3336  0.00
H 5.4758 -3.9100 -1.1002  0.00
H 4.0127 -2.6259 -2.5646  0.00
H 2.1910 1.0232 -3.4329  0.00
H 3.6204 0.7770 -0.7618  0.00
H 2.1162 1.6339 -1.0401  0.00
H 4.0594 3.1872 -0.9636  0.00
H 3.2673 3.2394 -2.5396  0.00
H 5.7889 1.6529 -1.8671  0.00
H 5.7356 3.1270 -2.8397  0.00
H 5.8177 1.1143 -4.3107  0.00
H 4.2790 1.9599 -4.5038  0.00
H 4.7404 -0.4797 -2.7251  0.00
H 3.9434 -0.5060 -4.3034  0.00
H 2.6812 -2.2534 -3.9562  0.00
H 0.2339 -3.1867 -2.4751  0.00
H 1.6494 -4.0799 -2.9624  0.00
H -0.8428 -3.4247 -4.5654  0.00
H -0.0703 -4.9777 -4.3191  0.00
H 0.3242 -4.1863 -6.6356  0.00
H 1.8364 -4.2738 -5.7502  0.00
H 0.4755 -1.8815 -6.8980  0.00
H 2.1672 -2.1199 -6.4964  0.00
H -0.0709 -1.1952 -4.6504  0.00
H 1.4349 -0.3720 -5.0702  0.00
H 3.3434 0.1440 1.7212  0.00
H 3.9762 2.4500 2.3084  0.00
H 2.1996 4.1637 2.6071  0.00
H -0.1397 3.5482 2.3804  0.00
H -3.2293 0.7827 3.3712  0.00
H -0.4772 0.6350 4.6490  0.00
H -1.3231 -0.7479 3.9687  0.00
H -1.5617 -0.1110 6.5861  0.00
H -2.8669 -0.8751 5.6949  0.00
H -3.4187 1.2750 7.1169  0.00
H -4.1047 1.1491 5.5051  0.00
H -1.4895 2.5774 6.1312  0.00
H -3.0306 3.4026 5.9470  0.00
H -1.3238 3.0964 3.8852  0.00
H -3.0663 3.1442 3.6352  0.00
H -2.3259 1.8283 -0.2241  0.00
H -4.2107 2.6987 1.9668  0.00
H -4.2623 1.0658 1.3028  0.00
H -5.7585 2.9422 0.2148  0.00
H -4.9399 1.7719 -0.8127  0.00
H -4.7525 4.4087 -1.3468  0.00
H -3.3779 3.3489 -1.6055  0.00
H -3.8693 4.9083 0.9637  0.00
H -2.7770 5.4444 -0.3011  0.00
H -1.8939 4.0462 1.8014  0.00
H -1.1493 3.8231 0.2235  0.00
Te -1.4412 -4.0585 0.1393  0.03
N -1.5509 -5.1334 4.0690  0.00
N -2.3742 -4.5356 3.0857  0.01
N -3.3428 -3.6849 3.7172  0.05
C -3.1294 -2.5094 3.2075  0.02
N -2.1145 -2.3748 2.3423  0.02
N -1.5335 -3.6752 2.2595  0.02
H -1.0904 -5.8903 3.5879  0.00
H -0.8226 -4.4596 4.3202  0.00
H -3.7760 -1.6749 3.4409  0.00
I -4.7722 -1.4188 0.2008  0.01
C -0.8197 1.7794 -2.6185  0.00
N -2.0315 0.9881 -2.8221  0.01
C -2.1844 -0.1924 -2.1306  0.02
N -2.9663 -1.1319 -2.7242  0.01
O -1.6064 -0.3856 -1.0828  0.05
H -1.0474 2.8466 -2.6586  0.00
H -0.0568 1.5505 -3.3664  0.00
H -0.4093 1.5414 -1.6384  0.00
H -2.3352 0.9291 -3.7785  0.00
H -3.7504 -0.7632 -3.2392  0.00
H -3.2786 -1.8152 -2.0339  0.00

The calculation puts the strongest force on any atom at 2.574 eV/A. The spin multiplicity is 4. The value obtained for the lowest unoccupied orbital energy (spin up / spin down) is 0.1429 / 0.1429 Ha. As for the HOMO energy (spin up / spin down): 0.35 / -0.10 eV. The calculation puts the orbital gap (spin up / spin down) at 3.54 / 3.99 eV. As for the net charge: -2.

Here is a 2-piece molecular cluster, C4H13NOS2 overall from OMol25. Energies are from ωB97M-V with the def2-TZVPD basis set.

Each line ends with the natural charge from an NBO analysis.
Atoms and positions in Å:
C -0.3519 -2.4269 0.8545  -0.43
N -0.3072 -1.0307 1.3281  -0.66
C 0.9999 -0.4558 1.1249  -0.22
C 1.3281 -0.1371 -0.3662  -0.43
C 0.5703 1.0143 -0.9516  -0.55
S 1.4139 2.5631 -0.4962  0.05
S 0.7611 4.2801 -1.2711  -0.11
H -1.4522 -2.5629 0.8166  0.20
H 0.2041 -3.2224 1.4604  0.17
H 0.0172 -2.5129 -0.1881  0.20
H -0.7985 -0.7743 2.2233  0.38
H 1.7857 -0.9963 1.6358  0.17
H 0.9228 0.4550 1.6674  0.20
H 2.4118 -0.0850 -0.5486  0.23
H 1.1681 -1.1513 -0.9176  0.22
H 0.4464 0.9346 -2.0465  0.23
H -0.4389 1.0599 -0.5374  0.24
H 1.2603 4.1900 -2.5736  0.12
O -3.1679 0.3824 -0.7668  -0.96
H -4.0236 0.7228 -0.4173  0.47
H -2.7497 -0.2467 -0.0298  0.48

The calculation puts the strongest force on any atom at 3.506 eV/A. Its SMILES is CNCCCSS.O. The spin multiplicity is 1. The value obtained for the lowest unoccupied orbital energy is 0.0267 Ha. As for the HOMO energy: -8.56 eV. The calculation puts the orbital gap at 9.28 eV. As for the net charge: 0.

Here is C11H18AuN4O7PS as an isolated structure from OMol25. Energies are from ωB97M-V with the def2-TZVPD basis set.

Each line ends with the natural charge from an NBO analysis.
Atoms and positions in Å:
Au -1.5120 -0.0914 -0.1762  0.74
O -4.8029 -3.8274 3.3559  -0.32
C -3.8983 -3.5448 2.6559  0.38
C -3.8820 -3.5388 1.0948  0.36
O -4.4752 -4.3096 0.4150  -0.31
C -2.9334 -2.4474 0.7597  0.33
C -2.0878 -2.1735 1.8970  0.36
O -1.1251 -1.3783 1.8608  -0.50
C -2.5241 -2.9566 3.0659  0.36
O -1.9821 -3.1525 4.1144  -0.34
O -2.8436 -1.8617 -0.3323  -0.43
S -1.3785 2.2516 -0.1220  -0.26
C -0.6845 2.7334 -1.6324  0.37
N -0.7408 4.0180 -1.9278  -0.55
C -0.1018 4.5709 -3.1064  -0.23
C -0.1165 3.5357 -4.2257  -0.43
C 0.4681 2.2180 -3.7295  -0.22
N -0.0997 1.8667 -2.4360  -0.56
H -1.2091 4.6348 -1.2793  0.43
H 0.9248 4.8558 -2.8522  0.21
H -0.6369 5.4709 -3.4146  0.24
H 0.4692 3.9004 -5.0679  0.25
H -1.1420 3.3935 -4.5706  0.23
H 1.5559 2.2876 -3.6301  0.21
H 0.2417 1.4130 -4.4338  0.23
H 0.0413 0.9227 -2.0995  0.43
N 2.4938 0.6523 3.0316  -0.71
C 1.2065 0.1682 2.4848  -0.62
P 1.6731 -0.7298 0.9014  2.13
O 3.1531 -0.4939 0.8249  -1.15
O 0.8678 -0.3712 -0.3042  -1.16
C 1.6159 -2.6005 1.1574  -0.59
N 2.6113 -3.0335 0.1535  -0.69
H 3.1892 0.3369 2.2731  0.49
H 2.7377 0.2312 3.9324  0.44
H 2.5468 1.6712 3.1360  0.45
H 0.5646 0.9993 2.1923  0.28
H 0.6621 -0.4486 3.1961  0.27
H 0.6419 -3.0422 0.9696  0.24
H 1.9491 -2.8785 2.1570  0.25
H 2.9939 -3.9750 0.3011  0.45
H 3.3609 -2.2987 0.2012  0.48
H 2.2073 -2.9776 -0.7908  0.45

The calculation puts the strongest force on any atom at 4.432 eV/A. The spin multiplicity is 1. The value obtained for the lowest unoccupied orbital energy (spin up / spin down) is -0.3497 / -0.3505 Ha. As for the HOMO energy (spin up / spin down): -14.19 / -14.19 eV. The calculation puts the orbital gap (spin up / spin down) at 4.68 / 4.65 eV. As for the net charge: +2.

Number 1: E -117196.884 eV. Number 2: E -86635.982 eV. Number 3: E -17050.933 eV. Number 4: E -122535.708 eV. Number 5: E -29565.663 eV. Number 6: E -55792.442 eV.